The following is a DFT calculation (ωB97M-V with the def2-TZVPD basis set) of C22H15AsBrMoN2O7S as an isolated structure.

The geometry in XYZ format:
```
50
Properties=species:S:1:pos:R:3:lowdin_charge:R:1
Mo -0.09 -0.11 -0.39 2.018
Br 5.64 4.57 -0.59 0.919
C 4.34 3.22 -0.72 -0.641
C 4.73 1.90 -0.97 -0.016
C 3.80 0.89 -1.09 0.057
C 2.46 1.21 -0.93 -0.206
O 1.46 0.29 -1.00 -0.206
C 2.03 2.53 -0.67 -0.107
C 0.64 2.84 -0.65 0.051
N -0.34 1.96 -0.70 -0.060
C -1.68 2.35 -0.91 -0.180
C -2.24 3.61 -0.81 0.061
C -3.60 3.80 -1.12 0.009
C -4.39 2.75 -1.53 0.052
C -3.84 1.45 -1.64 -0.111
C -4.56 0.33 -2.09 0.106
C -3.92 -0.90 -2.20 0.027
C -2.59 -1.01 -1.86 -0.047
N -1.86 0.03 -1.41 -0.060
C -2.48 1.27 -1.32 -0.135
C 3.00 3.54 -0.57 -0.020
H 5.79 1.67 -1.07 0.136
H 4.08 -0.13 -1.30 0.142
H 0.38 3.90 -0.65 0.157
H -1.66 4.46 -0.49 0.134
H -4.02 4.79 -1.03 0.140
H -5.43 2.91 -1.77 0.147
H -5.61 0.43 -2.34 0.156
H -4.45 -1.77 -2.57 0.143
H -2.08 -1.96 -1.94 0.133
H 2.71 4.57 -0.38 0.135
O -2.13 -1.69 1.20 -0.239
As -0.86 -1.35 2.35 1.104
O -1.50 -0.94 3.75 -0.300
O -0.30 0.20 1.31 -0.447
C 0.62 -2.62 2.38 -0.237
C 0.97 -2.91 3.70 -0.045
C 1.89 -3.91 3.95 0.014
C 2.44 -4.64 2.91 0.023
C 2.11 -4.35 1.60 -0.012
C 1.20 -3.33 1.33 -0.263
S 1.11 -3.00 -0.42 0.700
O 2.25 -2.21 -0.74 -0.227
O 0.72 -4.11 -1.18 -0.145
O -0.12 -1.85 -0.48 -0.518
H -2.96 -1.85 1.70 0.103
H 0.51 -2.36 4.51 0.124
H 2.17 -4.13 4.98 0.141
H 3.14 -5.44 3.11 0.143
H 2.54 -4.89 0.77 0.143
```

Summary:
highest occupied orbital energy = -17.232 eV
orbital gap = 4.68 eV
charge = +3